This record from OMol25 describes a 2-piece molecular cluster, C20H29N3O2S overall in a non-equilibrium geometry. The level of theory is ωB97M-V/def2-TZVPD.

Element x y z (Å)
1 O -2.843960 -3.243635 5.026875
2 O -3.529515 -0.552943 0.931105
3 C -3.203982 0.998605 -2.852175
4 C -2.352796 1.710714 -2.358680
5 S -0.275372 0.741714 1.222384
6 C -2.643639 -3.858811 3.989886
7 C -2.691633 -1.417847 1.146478
8 C 4.832784 1.251278 -3.468576
9 C 3.898358 0.264709 -3.123417
10 C 4.547722 2.600933 -3.229026
11 C 2.680194 0.626855 -2.532629
12 C 3.327849 2.950060 -2.646112
13 C 2.404167 1.978794 -2.292267
14 N -2.115701 -2.018373 0.095218
15 N -0.036907 1.983607 -2.180153
16 N -2.373803 -3.271429 2.824350
17 C 1.429758 0.133635 1.309421
18 C -2.694475 -5.368351 3.985678
19 C -1.066842 -3.039080 0.059704
20 C -1.320380 2.564436 -1.774711
21 C -0.910647 0.296725 2.866370
22 C 2.819881 4.318578 -2.335014
23 C 1.192088 2.608179 -1.679153
24 C 1.322468 4.073811 -2.114416
25 C -1.078171 -1.203088 3.147549
26 C -2.387292 -1.816719 2.607551
27 H -3.957737 0.372657 -3.285443
28 H 5.776629 0.970702 -3.927008
29 H 4.119073 -0.780577 -3.317248
30 H 5.262556 3.372175 -3.498386
31 H 1.950380 -0.132152 -2.272172
32 H -2.420225 -1.637791 -0.789825
33 H -0.036381 0.985150 -1.985826
34 H -2.245085 -3.861322 2.021104
35 H 1.967655 0.432071 0.409666
36 H 1.927069 0.562616 2.179604
37 H 1.438023 -0.953086 1.383406
38 H -3.534383 -5.694550 3.375570
39 H -1.763330 -5.766031 3.588207
40 H -2.832286 -5.716652 5.008847
41 H -0.567167 -3.007830 -0.910424
42 H -1.500262 -4.031889 0.190607
43 H -0.320635 -2.855569 0.832933
44 H -1.422666 2.583459 -0.684908
45 H -1.428613 3.588655 -2.146909
46 H -1.872371 0.789739 3.015973
47 H -0.218795 0.702774 3.604562
48 H 3.297777 4.704255 -1.429157
49 H 2.994523 5.018290 -3.158215
50 H 1.249930 2.534288 -0.588132
51 H 0.791256 4.226586 -3.059986
52 H 0.905785 4.755807 -1.367377
53 H -1.070111 -1.335416 4.230217
54 H -0.218922 -1.741035 2.752178
55 H -3.201841 -1.397683 3.201901

Forces on atoms 1 to 6 (eV/Å):
0.045 0.330 -0.288
0.215 0.060 0.497
1.026 0.778 0.596
-1.605 -0.823 -0.622
-0.166 0.087 -0.187
-0.371 -0.372 1.737

Computed properties:
**SMILES**: CNC(=O)[C@H](CCSC)NC(C)=O.C#CCN[C@@H]1CCc2ccccc21
**Lowest unoccupied orbital energy**: 0.4 eV
**Maximum force**: 0.037 Eh/bohr
**Orbital gap**: 9.0 eV
**HOMO**: -0.316 Eh
**Energy relative to the best compared isomer or geometry (same formula, charge and spin)**: 3.0588 eV


This record from OMol25 describes one molecule with the formula C20H29N3O3. The level of theory is ωB97M-V/def2-TZVPD.

Element x y z (Å)
1 C -6.981910 -2.351731 0.529027
2 H -7.248338 -2.375957 1.583447
3 C -5.890555 -1.315458 0.279918
4 C -4.656774 -1.589906 1.155947
5 C -3.368801 -1.125804 0.451495
6 N -3.540146 0.069582 -0.345639
7 C -4.475086 -0.148835 -1.444941
8 C -5.470373 -1.291776 -1.189752
9 H -6.343347 -1.155321 -1.829944
10 H -5.019845 -2.252621 -1.445945
11 H -3.896626 -0.369724 -2.351663
12 H -5.025181 0.778053 -1.622690
13 C -3.766087 1.285265 0.416496
14 H -3.285204 1.174516 1.390713
15 C -3.107878 2.468549 -0.309093
16 N -1.721238 2.165626 -0.559434
17 C -0.707213 2.751621 0.117636
18 O -0.854858 3.749851 0.799496
19 C 0.626434 2.110751 -0.079651
20 C 1.759439 2.918909 -0.029607
21 C 3.017295 2.376784 -0.181422
22 C 3.170789 1.003240 -0.370691
23 C 2.043972 0.185483 -0.396289
24 C 0.786330 0.739107 -0.253348
25 H -0.070512 0.080264 -0.249187
26 H 2.163732 -0.877292 -0.525314
27 N 4.463394 0.502823 -0.513083
28 C 4.881631 -0.767770 -0.708489
29 O 4.181787 -1.753026 -0.801945
30 C 6.417555 -0.863475 -0.820783
31 H 6.652817 -1.026300 -1.879606
32 C 6.944734 -1.986520 0.075088
33 H 7.873587 -2.392927 -0.325252
34 H 6.210974 -2.783344 0.170849
35 C 7.201885 -1.230064 1.375910
36 H 6.268882 -1.103368 1.926946
37 H 7.931350 -1.716693 2.018135
38 C 7.699471 0.116543 0.853600
39 H 8.783653 0.096620 0.684957
40 O 7.052673 0.334585 -0.396112
41 H 7.462920 0.951742 1.517935
42 H 5.218841 1.180763 -0.456980
43 H 3.891447 3.011965 -0.151037
44 H 1.629569 3.978438 0.130159
45 H -1.569289 1.285199 -1.027359
46 H -3.145284 3.368166 0.307841
47 H -3.611113 2.660345 -1.261888
48 H -4.830105 1.508174 0.582996
49 H -3.014836 -1.908523 -0.225602
50 H -2.580843 -0.945423 1.187271
51 H -4.765871 -1.076572 2.112682
52 H -4.578181 -2.658948 1.361604
53 H -6.295463 -0.328369 0.531212
54 H -7.874570 -2.114549 -0.045884
55 H -6.639617 -3.342649 0.237258

Forces on atoms 1 to 6 (eV/Å):
0.094 0.315 -0.009
-0.072 -0.072 0.115
-0.052 -0.267 -0.115
0.099 0.236 -0.179
-0.002 -0.158 0.202
-0.016 0.058 0.161

Computed properties:
**SMILES**: CC1CCN(CCNC(=O)c2ccc(NC(=O)[C@@H]3CCCO3)cc2)CC1
**Lowest unoccupied orbital energy**: 0.7 eV
**Maximum force**: 0.012 Eh/bohr
**Orbital gap**: 9.1 eV
**HOMO**: -0.309 Eh
**Energy relative to the best compared isomer or geometry (same formula, charge and spin)**: 1.8008 eV


This record from OMol25 describes one molecule with the formula C20H29N3O3S in a non-equilibrium geometry. The level of theory is ωB97M-V/def2-TZVPD.

Element x y z (Å)
1 C -3.049933 -3.718380 1.727214
2 H -2.375283 -4.394631 2.248986
3 H -4.062578 -3.893439 2.081125
4 H -3.010202 -3.936256 0.663247
5 C -2.650837 -2.261224 1.979279
6 C -1.249836 -2.024036 1.510221
7 C -0.935308 -1.888486 0.163740
8 C 0.364148 -1.750640 -0.269571
9 C 1.410227 -1.714911 0.649868
10 C 1.111924 -1.831468 2.009247
11 C -0.193852 -1.989914 2.421764
12 H -0.410555 -2.089064 3.475530
13 H 1.915462 -1.800063 2.729318
14 C 2.779662 -1.544115 0.209334
15 C 3.343216 -1.448206 -1.039320
16 C 4.726958 -1.285122 -0.784571
17 N 4.948975 -1.283106 0.504814
18 O 3.759781 -1.442199 1.128576
19 C 5.823870 -1.134779 -1.771834
20 H 5.647756 -0.262385 -2.398969
21 H 5.870479 -2.012208 -2.414784
22 H 6.769156 -1.019875 -1.250304
23 H 2.859125 -1.492192 -1.991433
24 H 0.546305 -1.657210 -1.325352
25 S -2.184481 -1.925654 -1.122677
26 O -2.336852 -3.287011 -1.558240
27 O -3.369970 -1.214718 -0.722039
28 N -1.458131 -1.116991 -2.404225
29 H -1.554513 -1.685635 -3.229894
30 C -1.808686 0.279252 -2.581581
31 C -0.742026 1.208955 -1.990145
32 N -0.506121 0.982155 -0.578474
33 C -1.590998 1.361324 0.309739
34 C -1.735774 2.877470 0.489855
35 C -0.424454 3.478798 0.999346
36 C -0.521580 4.996420 1.125716
37 H 0.411693 5.408980 1.502383
38 H -0.729223 5.447473 0.157298
39 H -1.321111 5.271708 1.809704
40 C 0.709344 3.071316 0.056658
41 C 0.741920 1.546041 -0.099656
42 H 1.545632 1.250749 -0.778949
43 H 0.945008 1.092407 0.876144
44 H 0.559709 3.538535 -0.919377
45 H 1.667871 3.415409 0.449245
46 H -0.214734 3.056486 1.989439
47 H -2.542263 3.080059 1.196216
48 H -2.004143 3.341205 -0.462091
49 H -2.521433 0.924436 -0.051394
50 H -1.370601 0.907118 1.282144
51 H 0.202130 1.015177 -2.506614
52 H -1.048267 2.242944 -2.222441
53 H -1.901578 0.501236 -3.646696
54 H -2.777936 0.460716 -2.107087
55 H -2.722746 -2.041379 3.046657
56 H -3.334334 -1.611052 1.434912

Forces on atoms 1 to 6 (eV/Å):
-0.060 0.149 0.072
0.038 -0.091 0.017
-0.104 -0.078 0.017
-0.037 -0.157 -0.011
-0.175 -0.136 0.119
-0.137 0.103 0.122

Computed properties:
**SMILES**: CCc1ccc(-c2cc(C)no2)cc1S(=O)(=O)NCCN1CCC(C)CC1
**Lowest unoccupied orbital energy**: 0.3 eV
**Maximum force**: 0.026 Eh/bohr
**Orbital gap**: 8.6 eV
**HOMO**: -0.303 Eh
**Energy relative to the best compared isomer or geometry (same formula, charge and spin)**: 2.4095 eV


This record from OMol25 describes C20H29N3OS as an isolated structure in a non-equilibrium geometry. The level of theory is ωB97M-V/def2-TZVPD.

Element x y z (Å)
1 C 3.431699 2.882558 1.908993
2 C 1.845101 2.633081 1.818998
3 C 1.167294 2.308367 0.537623
4 C 1.883514 2.253168 -0.706743
5 O 3.010783 2.653665 -0.791552
6 C 1.118050 1.731911 -1.780187
7 C 1.067725 0.199872 -1.493824
8 N -0.226143 -0.246375 -2.528455
9 C 0.313549 -0.178816 -3.901781
10 C 0.598859 1.194146 -4.174456
11 C 1.569097 1.816064 -3.449904
12 H 1.625486 3.023647 -3.622919
13 H 2.503664 1.545962 -3.145260
14 H -0.341416 1.652560 -4.290322
15 H 0.932629 1.330674 -5.242984
16 H -0.236080 -0.709451 -4.514456
17 H 1.362787 -0.830761 -3.799113
18 C -0.538038 -1.637287 -2.067290
19 C -1.407857 -1.619460 -0.804053
20 C -0.794113 -2.202780 0.391193
21 N -1.784408 -1.570189 1.364044
22 N -2.452328 -0.846149 0.740000
23 C -2.338419 -0.782462 -0.519600
24 C -2.969372 0.090969 -1.397487
25 H -3.984994 0.926211 -0.922268
26 H -2.502655 0.678355 -1.940210
27 H -3.730994 -0.355451 -1.817901
28 C -1.887280 -1.940595 2.691335
29 C -0.491656 -1.185228 3.534554
30 H 0.354111 -1.742098 3.382855
31 H -0.874106 -1.226191 4.511226
32 H -0.624944 -0.044301 3.207904
33 C -1.930310 -3.393992 3.171465
34 H -2.181280 -3.349965 4.335627
35 H -2.643951 -3.778048 2.625090
36 H -1.019311 -3.999616 2.896806
37 H -2.881239 -1.273441 3.101738
38 C 0.399665 -3.288761 0.682295
39 H 0.881919 -3.143356 -0.213876
40 H 0.876198 -2.906312 1.411641
41 H -0.113675 -4.245702 0.914149
42 H -1.133622 -2.013296 -2.958892
43 H 0.251388 -2.333627 -2.107057
44 H 0.588798 0.091428 -0.451840
45 H 1.819834 -0.226684 -1.802437
46 H -0.045388 2.078282 -1.631325
47 S -0.402706 2.203749 0.909758
48 C -0.272025 2.492972 2.639815
49 C 0.903410 2.790822 2.742495
50 H 1.416738 3.028049 3.712811
51 H -1.205584 2.527681 3.030619
52 H 3.596018 3.914150 1.386696
53 H 3.756872 2.102973 1.386320
54 H 3.738709 2.919082 3.040138

Forces on atoms 1 to 6 (eV/Å):
-4.149 4.520 3.271
2.777 -0.131 -6.166
3.750 1.369 4.973
-0.131 1.307 -0.040
1.821 0.265 -0.301
-4.153 -1.386 -3.372

Computed properties:
**Lowest unoccupied orbital energy**: 0.3 eV
**Maximum force**: 0.272 Eh/bohr
**Orbital gap**: 8.2 eV
**HOMO**: -0.292 Eh
**Energy relative to the best compared isomer or geometry (same formula, charge and spin)**: 0.0000 eV